Record 1
This record from the OMol25 dataset describes 2 unconnected molecules or ions with the total composition C5H8O2. The level of theory is ωB97M-V/def2-TZVPD.

Its multiplicity is 1. The HOMO energy is -9.043 eV. The energy relative to the best compared isomer or geometry (same formula, charge and spin) comes out at 85.0 kcal per mole. The gap between HOMO and LUMO is 9.6 eV.

```
15
Properties=species:S:1:pos:R:3:mulliken_charge:R:1
C -1.25 1.42 -0.31 -0.978
C -0.01 0.71 -0.68 0.528
C -0.13 -1.21 2.03 -0.152
O 0.83 -0.50 1.86 -0.441
C 1.23 0.80 -1.06 -0.470
C 0.59 -0.50 -1.32 -0.397
O 0.98 -1.67 -0.63 -0.590
H -1.14 2.48 -0.08 0.274
H -1.94 1.32 -1.15 0.289
H -1.70 0.92 0.55 0.255
H -0.40 -2.03 1.33 0.253
H -0.75 -1.10 2.93 0.305
H 2.04 1.45 -1.31 0.362
H 0.30 -0.78 -2.33 0.363
H 1.34 -1.32 0.20 0.399
```

=====

Record 2
This record from the OMol25 dataset describes a molecular structure, C5H8O2. The level of theory is ωB97M-V/def2-TZVPD.

Its multiplicity is 1. The HOMO energy is -7.968 eV. The energy relative to the best compared isomer or geometry (same formula, charge and spin) comes out at 116.2 kcal per mole. The gap between HOMO and LUMO is 8.9 eV.

```
15
Properties=species:S:1:pos:R:3:mulliken_charge:R:1
C -1.89 -0.15 -0.13 -1.190
C -0.67 0.63 0.27 0.157
O -0.37 0.44 1.65 -0.437
C 0.80 0.29 0.94 0.163
C 1.31 -0.98 0.40 -0.673
C 0.66 -0.35 -0.82 -0.183
O 1.58 0.47 -1.43 -0.423
H -1.74 -1.22 0.05 0.255
H -2.75 0.20 0.47 0.344
H -2.10 -0.01 -1.19 0.354
H -0.69 1.69 -0.01 0.367
H 1.47 1.15 0.93 0.355
H 2.39 -1.04 0.36 0.315
H 0.83 -1.89 0.76 0.227
H 1.16 0.77 -2.25 0.369
```

=====

Record 3
This record from the OMol25 dataset describes 2 unconnected molecules or ions with the total composition C5H8O2 in a non-equilibrium geometry. The level of theory is ωB97M-V/def2-TZVPD.

Its multiplicity is 1. The HOMO energy is -9.473 eV. The energy relative to the best compared isomer or geometry (same formula, charge and spin) comes out at 35.8 kcal per mole. The gap between HOMO and LUMO is 10.4 eV.

```
15
Properties=species:S:1:pos:R:3:mulliken_charge:R:1
O -1.62 2.03 0.85 -0.512
C -0.38 1.77 0.22 -0.465
C -0.14 0.30 0.34 -0.064
C -0.23 -0.55 -0.68 -0.181
C -0.23 -2.03 -0.54 -1.237
C 2.53 -0.86 0.02 0.170
O 3.07 -0.22 -0.76 -0.189
H -1.75 2.98 0.87 0.296
H 0.44 2.34 0.69 0.289
H -0.40 2.04 -0.85 0.268
H 0.05 -0.08 1.35 0.355
H -1.29 -2.27 -0.45 0.346
H -0.44 -0.16 -1.68 0.249
H 0.17 -2.57 -1.41 0.340
H 0.28 -2.39 0.36 0.335
```

=====

Record 4
This record from the OMol25 dataset describes C5H8O2 in the gas phase in a non-equilibrium geometry. The level of theory is ωB97M-V/def2-TZVPD.

Its multiplicity is 1. The HOMO energy is -9.566 eV. The energy relative to the best compared isomer or geometry (same formula, charge and spin) comes out at 63.4 kcal per mole. The gap between HOMO and LUMO is 10.3 eV.

```
15
Properties=species:S:1:pos:R:3:mulliken_charge:R:1
O -2.26 -0.67 -0.57 -0.596
C -1.57 0.16 0.56 -0.609
C -0.13 -0.08 0.20 0.375
C 0.93 -0.89 1.02 -0.595
C 1.96 0.17 0.62 0.425
O 3.13 0.31 0.85 -0.556
C 0.93 1.01 -0.14 -0.540
H -2.46 -0.17 -1.38 0.309
H -1.90 1.21 0.49 0.231
H -1.91 -0.31 1.49 0.254
H -0.64 -0.63 -0.65 0.203
H 0.82 -1.00 2.11 0.304
H 1.13 -1.88 0.61 0.246
H 0.82 2.02 0.25 0.302
H 1.14 1.09 -1.22 0.248
```

=====

Record 5
This record from the OMol25 dataset describes C5H8O2 in the gas phase in a non-equilibrium geometry. The level of theory is ωB97M-V/def2-TZVPD.

Its multiplicity is 1. The HOMO energy is -9.077 eV. The energy relative to the best compared isomer or geometry (same formula, charge and spin) comes out at 81.9 kcal per mole. The gap between HOMO and LUMO is 9.9 eV.

```
15
Properties=species:S:1:pos:R:3:mulliken_charge:R:1
C 1.39 0.77 -0.31 -1.410
C 0.46 -0.30 0.26 1.422
O 0.68 -0.82 1.54 -0.548
C -0.92 0.75 0.37 -1.221
C -1.60 -0.33 -0.43 0.002
O -0.91 -0.53 -1.67 -0.461
C -0.45 -1.21 -0.52 -0.780
H 1.20 0.97 -1.36 0.354
H 1.43 1.75 0.18 0.322
H 2.36 0.35 -0.20 0.427
H 1.61 -1.05 1.65 0.353
H -1.11 0.71 1.44 0.344
H -1.06 1.79 0.01 0.316
H -2.65 -0.57 -0.45 0.431
H -0.43 -2.28 -0.53 0.450
```

=====

Record 6
This record from the OMol25 dataset describes C5H8O2 in the gas phase. The level of theory is ωB97M-V/def2-TZVPD.

Its multiplicity is 1. The HOMO energy is -9.916 eV. The energy relative to the best compared isomer or geometry (same formula, charge and spin) comes out at 53.4 kcal per mole. The gap between HOMO and LUMO is 10.9 eV.

```
15
Properties=species:S:1:pos:R:3:mulliken_charge:R:1
C -1.44 -0.96 0.31 -1.338
C -0.21 -0.15 0.74 0.367
C 1.16 -0.66 0.31 -0.507
O 1.20 -0.61 -1.12 -0.431
C 1.49 0.59 -0.39 -0.257
C 0.11 1.18 -0.07 -0.383
O -0.68 1.48 -1.17 -0.587
H -2.03 -1.29 1.17 0.340
H -1.15 -1.84 -0.27 0.322
H -2.09 -0.34 -0.32 0.319
H -0.22 0.07 1.81 0.470
H 1.82 -1.37 0.80 0.424
H 2.44 1.08 -0.59 0.424
H 0.14 2.06 0.58 0.438
H -0.54 0.76 -1.80 0.399
```

=====

Record 7
This record from the OMol25 dataset describes 2 unconnected molecules or ions with the total composition C5H8O2. The level of theory is ωB97M-V/def2-TZVPD.

Its multiplicity is 1. The HOMO energy is -9.285 eV. The energy relative to the best compared isomer or geometry (same formula, charge and spin) comes out at 115.7 kcal per mole. The gap between HOMO and LUMO is 10.1 eV.

```
15
Properties=species:S:1:pos:R:3:mulliken_charge:R:1
C -0.12 -1.60 0.92 -0.994
C 0.50 -0.47 0.60 0.600
O 0.48 0.66 1.35 -0.458
C 1.26 -0.22 -0.66 -0.714
C 0.54 0.78 -1.54 0.110
O -0.88 0.51 -1.78 -0.157
C -0.64 1.58 -1.08 -0.229
H -0.10 -2.44 0.24 0.258
H -0.68 -1.72 1.85 0.247
H -2.72 0.94 1.39 0.236
H -0.27 0.64 1.96 0.328
H 2.25 0.19 -0.43 0.271
H 1.41 -1.16 -1.21 0.317
H 1.05 1.11 -2.43 0.405
H -2.32 1.31 0.88 -0.220
```

=====

Record 8
This record from the OMol25 dataset describes a molecular structure, C5H8O2 in a non-equilibrium geometry. The level of theory is ωB97M-V/def2-TZVPD.

Its multiplicity is 1. The HOMO energy (spin up / spin down) is -8.086 / -8.116 eV. The energy relative to the best compared isomer or geometry (same formula, charge and spin) comes out at 114.8 kcal per mole. The gap between HOMO and LUMO (spin up / spin down) is 8.0 / 8.2 eV.

```
15
Properties=species:S:1:pos:R:3:mulliken_charge:R:1
O 2.48 0.46 0.03 -0.531
C 1.22 0.48 0.66 0.394
C 0.12 1.01 -0.23 -0.996
C -0.91 -0.20 0.07 1.303
O -1.93 0.06 0.98 -0.520
C -1.20 -0.97 -1.06 -1.184
C 0.38 -0.74 0.66 -1.020
H 3.03 -0.12 0.56 0.316
H 1.26 0.97 1.65 0.263
H -0.37 1.92 0.11 0.301
H 0.46 1.08 -1.26 0.321
H -2.69 0.33 0.44 0.368
H -2.04 -1.65 -1.04 0.347
H -0.59 -0.93 -1.95 0.310
H 0.79 -1.69 0.36 0.328
```